DFT (ωB97M-V/def2-TZVPD) results for a structure of composition C11H10BrCuNS at a distorted geometry.

Each line ends with the Löwdin charge.
Positions of all 25 atoms, in Å:
C: -1.396 -0.886 0.291  -0.25
C: -1.879 -1.413 1.529  -0.19
C: -2.257 -0.317 2.360  -0.19
H: -2.005 -2.470 1.782  0.06
C: -1.907 0.885 1.681  -0.20
C: -1.345 0.548 0.405  -0.26
H: -1.088 1.246 -0.372  0.05
H: -1.253 -1.464 -0.622  0.06
H: -2.755 -0.457 3.315  0.05
H: -2.085 1.892 2.020  0.05
Cu: 0.935 0.137 -0.117  0.08
Br: 1.857 -1.985 0.383  0.23
C: 2.098 0.696 -1.638  -0.26
C: 1.039 1.482 -2.160  -0.17
C: 0.056 0.607 -2.711  -0.16
H: 1.034 2.552 -2.232  0.08
C: 0.526 -0.724 -2.584  -0.17
C: 1.778 -0.715 -1.887  -0.39
H: 2.532 -1.493 -1.897  0.02
H: 3.081 1.016 -1.287  0.10
H: -0.820 0.902 -3.260  0.08
H: 0.045 -1.625 -2.996  0.09
S: 1.279 0.186 4.764  0.32
C: 1.264 0.554 3.200  -1.05
N: 1.265 0.848 2.034  0.00

Computed properties:
Total charge: -2
HOMO (spin up / spin down) in eV: 0.0 / 0.0
ΔE to the lowest compared entry with this formula, charge and spin in kcal/mol: 8.7
Expectation value of S²: 0.759
Largest force on an atom in eV/A: 5.15
Multiplicity: 2
Kohn-Sham gap (spin up / spin down) in eV: 5.490 / 5.086
Energy in hartree: -5092.53546